No. 1
A molecular structure, C24H28BrCrF6N7O3 at a distorted geometry, computed with ωB97M-V/def2-TZVPD.

Geometry as XYZ:
```
70
Properties=species:S:1:pos:R:3:forces:R:3
Cr -0.7239 -0.3414 -0.1959 -1.1 -1.3 1.0
O -0.5063 1.9532 2.8936 -0.1 0.1 -0.1
C 0.3572 1.3869 3.7746 0.2 0.0 0.3
C 0.6617 2.0608 4.9536 -0.2 0.0 -0.2
C 1.5208 1.4933 5.8738 0.1 -0.1 -0.1
C 2.0894 0.2516 5.6283 0.1 0.0 0.2
C 1.7983 -0.4176 4.4547 -0.2 0.1 0.0
C 0.9380 0.1400 3.5206 -0.2 -0.1 -0.3
C 0.6442 -0.5852 2.2163 0.7 -0.8 0.9
O -0.6039 -0.3413 1.7345 -0.9 0.2 -1.1
N 1.6255 -0.1126 1.2231 0.3 0.2 0.3
N 1.2229 -0.1322 -0.0495 1.9 0.4 -0.9
C 2.0565 0.1406 -1.0094 0.0 -0.2 1.2
C 1.6761 0.2607 -2.3712 -0.6 0.2 -1.5
Br -0.1824 -0.2458 -2.7510 0.7 0.2 -0.2
C 2.3747 0.7622 -3.4118 -0.9 -0.5 0.7
C 3.7027 1.3506 -3.4265 0.6 0.3 0.0
C 4.8217 0.8079 -2.7948 -0.3 0.0 -0.1
C 6.0587 1.4172 -2.9188 0.1 0.0 0.0
C 6.1932 2.5769 -3.6660 0.0 -0.1 0.0
C 5.0848 3.1317 -4.2872 0.1 0.0 0.0
C 3.8552 2.5175 -4.1831 0.0 -0.1 0.2
H -0.7877 1.2099 2.3090 0.0 0.1 0.0
H 0.1941 3.0176 5.1311 0.0 0.1 0.0
H 1.7443 2.0170 6.7910 0.0 0.0 0.1
H 2.7452 -0.1975 6.3565 0.1 0.0 0.1
H 2.2297 -1.3885 4.2581 0.0 -0.2 0.0
H 0.7838 -1.6765 2.3729 0.1 0.4 -0.1
H 2.6118 -0.2480 1.4253 -0.1 0.0 -0.2
H 3.1027 0.3376 -0.7877 -0.1 0.0 0.1
H 1.8614 0.8113 -4.3618 -0.2 0.0 -0.1
H 4.7217 -0.1267 -2.2639 0.1 -0.1 0.1
H 6.9259 0.9751 -2.4498 0.0 0.0 0.0
H 7.1618 3.0344 -3.7920 0.1 0.1 0.1
H 5.1894 4.0299 -4.8759 0.0 0.1 0.0
H 2.9948 2.9472 -4.6729 -0.1 0.0 -0.1
C -5.4537 -1.0759 -0.6097 0.0 -0.3 0.0
N -4.9505 0.2857 -0.5579 0.3 0.2 -0.2
C -5.9541 1.2942 -0.2681 0.0 0.2 0.2
C -3.6207 0.5203 -0.4238 -0.1 -0.3 0.0
N -2.7237 -0.4002 -0.2914 -0.5 0.0 -0.1
N -3.2296 1.8484 -0.4742 -0.5 0.4 -0.1
C -1.9786 2.3896 -0.2886 0.4 0.2 0.0
N -1.9424 3.7475 -0.3324 -0.1 -0.1 0.0
N -0.9160 1.6716 -0.1469 -0.2 0.4 -0.2
H -6.4004 -1.0753 -1.1483 0.1 0.0 0.0
H -5.6307 -1.4740 0.3932 0.1 -0.1 0.0
H -4.7710 -1.7268 -1.1535 0.0 0.0 0.0
H -6.9300 0.8900 -0.5239 0.1 0.1 0.0
H -5.8169 2.1991 -0.8593 -0.1 0.0 0.0
H -5.9647 1.5463 0.7955 0.0 0.1 0.0
H -3.1111 -1.3316 -0.1898 0.2 0.1 0.0
H -3.9476 2.5105 -0.7296 0.1 -0.1 0.1
H -2.7780 4.2911 -0.2056 0.0 0.0 0.1
H -1.0841 4.2151 -0.0866 -0.1 -0.1 0.0
H -0.0904 2.2417 0.0276 -0.1 -0.2 0.1
C -1.5243 -4.0207 0.9345 0.2 0.1 -0.2
C -0.6845 -3.5365 -0.2582 0.1 -0.6 0.1
O -0.7463 -2.2163 -0.4859 -0.3 1.3 0.0
C 0.8105 -3.9014 -0.0459 0.1 0.3 -0.1
F 1.1702 -3.7417 1.2360 -0.1 0.0 0.5
F 1.5866 -3.0545 -0.7404 0.3 -0.1 -0.3
F 1.1411 -5.1399 -0.3913 -0.1 -0.3 -0.1
C -1.2083 -4.2121 -1.5577 0.0 0.2 0.2
F -0.4101 -3.9932 -2.6005 0.3 0.1 -0.2
F -2.4008 -3.6625 -1.8642 -0.3 0.0 0.0
F -1.3983 -5.5262 -1.4519 0.0 -0.2 0.1
H -1.3445 -3.3550 1.7778 0.0 -0.1 0.0
H -1.2594 -5.0410 1.2003 -0.1 -0.1 0.1
H -2.5799 -3.9808 0.6726 0.0 0.0 0.0
```
Forces are in eV/Å.

Calculated values
Net charge: +1
Energy relative to the best compared isomer or geometry (same formula, charge and spin), kJ/mol: 67.7
Spin multiplicity: 4
<S²>: 3.777
E_HOMO (spin up / spin down), eV: -10.40 / -10.40
LUMO energy (spin up / spin down), eV: -3.0 / -3.3
HOMO-LUMO gap (spin up / spin down), Ha: 0.2716 / 0.2611



No. 2
C2H4N2O2 in the gas phase, computed with ωB97M-V/def2-TZVPD.

Geometry as XYZ:
```
10
Properties=species:S:1:pos:R:3:forces:R:3
H 1.3542 1.4428 -1.5688 0.3 0.0 0.2
N 0.7434 0.8765 -0.9986 0.3 -0.1 0.2
C 1.2663 0.4143 0.0594 0.0 0.3 -0.5
O 0.6428 -0.3657 0.9584 0.0 0.0 0.0
C -0.7074 -0.8040 0.8576 -0.1 -0.1 0.1
N -1.3506 -0.3071 -0.2060 -0.2 -0.1 0.1
O -1.1151 -1.5420 1.7129 0.3 0.4 -0.3
H 2.2942 0.5902 0.3733 0.0 -0.1 0.1
H -0.8206 0.2788 -0.8660 -0.4 -0.2 0.1
H -2.3072 -0.5838 -0.3222 -0.1 0.0 0.0
```
Forces are in eV/Å.

Calculated values
Energy relative to the best compared isomer or geometry (same formula, charge and spin), kJ/mol: 93.2
SMILES string: [H]/N=C/OC(N)=O
E_HOMO, eV: -10.37
LUMO energy, eV: 0.8
HOMO-LUMO gap, Ha: 0.4102



No. 3
A molecular structure, C8H27FN9O5V at a distorted geometry, computed with ωB97M-V/def2-TZVPD.

Geometry as XYZ:
```
51
Properties=species:S:1:pos:R:3:forces:R:3
V 1.0052 0.4810 -0.3169 -1.9 0.1 2.8
F -0.5901 1.0796 0.9038 0.8 -0.2 -1.4
C 1.2675 -2.9357 -1.2273 2.9 -3.4 0.5
C 0.4129 -2.0104 -1.9075 -2.1 -1.0 -1.0
C -0.6887 -2.7527 -2.7797 1.6 1.0 -1.2
O -1.5818 -1.7793 -3.2754 -0.5 0.4 1.4
C -2.4637 -2.2158 -4.2834 -0.4 -0.7 0.1
N -0.2730 -1.2635 -0.8811 -0.8 2.2 -1.4
H 1.5371 -2.7316 -0.1911 -0.3 0.4 0.0
H 2.2191 -3.0932 -1.7350 0.2 0.2 -0.1
H 0.8631 -3.9476 -1.2507 -0.3 -0.1 0.4
H 1.0046 -1.4108 -2.5992 -0.3 0.7 0.0
H -1.1717 -3.5766 -2.2543 -0.1 0.1 0.3
H -0.1999 -3.1017 -3.6893 0.4 -0.8 0.2
H -3.4309 -1.7234 -4.1827 0.5 1.0 -0.5
H -2.8522 -3.2270 -4.1625 0.8 -0.6 0.3
H -1.9131 -2.1648 -5.2227 -0.6 0.3 -0.3
H -1.1033 -1.0825 -1.4269 -0.8 1.7 0.1
H -0.7227 -1.8323 -0.1780 0.9 -0.8 1.0
C 2.3521 3.4086 0.2054 -0.8 2.2 -2.6
O 1.9147 2.2749 0.2948 0.9 -2.5 1.1
N 1.7555 4.1835 -0.7004 0.2 1.4 -0.4
N 3.4305 3.9908 0.7810 -0.2 -1.8 0.9
H 0.9293 3.8473 -1.1740 0.0 0.4 0.2
H 1.9563 5.1723 -0.6542 -0.4 -0.1 -0.6
H 3.7884 3.3670 1.4902 0.5 0.8 0.3
H 3.4417 4.9969 0.8688 0.3 -0.3 0.3
C -1.4655 4.5908 -0.4598 -1.0 5.3 1.5
O -1.8694 5.7353 -0.3585 -0.6 1.2 -0.2
N -1.4240 3.9403 -1.5574 -0.5 -2.3 -5.2
N -0.9073 3.9670 0.4797 2.3 -2.9 6.0
H -2.0485 4.4563 -2.1606 -0.2 -0.9 -1.0
H -1.5241 2.9551 -1.3587 -0.5 -0.2 -1.1
H -0.9160 4.3977 1.3932 -0.1 -0.2 -0.1
H -0.8161 2.9623 0.4317 0.2 -0.3 0.7
C -1.8126 -2.2556 2.1532 3.2 2.3 -3.2
O -0.8150 -2.6976 1.5001 -1.2 0.3 0.4
N -2.4072 -2.9054 3.0361 -2.6 -5.0 4.6
N -2.2677 -1.0216 2.0325 0.2 1.9 -1.4
H -2.0466 -3.8242 3.2506 -0.4 0.0 0.0
H -3.2346 -2.5840 3.5180 0.3 -0.1 -0.1
H -2.9225 -0.5997 2.6753 0.3 -0.1 -0.2
H -1.6733 -0.4254 1.4745 -0.1 0.9 0.0
C 2.0543 -0.8131 2.5322 -0.9 -2.7 0.0
O 1.7901 -0.2640 1.4919 0.1 2.2 -3.1
N 1.4232 -1.8582 2.9266 -2.7 -2.6 1.1
N 3.0870 -0.6205 3.2846 3.3 3.0 0.4
H 0.5827 -2.0895 2.4166 -0.4 -0.8 0.1
H 1.7785 -2.3412 3.7394 -0.6 -0.3 -0.4
H 3.5132 0.1783 2.8369 1.2 0.4 1.5
H 3.0340 -0.8363 4.2698 0.5 0.6 -0.3
```
Forces are in eV/Å.

Calculated values
Net charge: +1
Spin multiplicity: 4
<S²>: 3.754
E_HOMO (spin up / spin down), eV: -11.55 / -11.63
LUMO energy (spin up / spin down), eV: -3.1 / -3.2
HOMO-LUMO gap (spin up / spin down), Ha: 0.3110 / 0.3099



Calculated values (eV) of DFT total energy for the records, taken in order: -156682.117; -9214.257; -60784.775.